{
  "formula": "C43H44BF4N2P2PdSi",
  "method": "ωB97M-V/def2-TZVPD",
  "total_energy_ha": -3298.2093,
  "homo_energy_ev": -16.5694,
  "total_charge": 3,
  "de_lowest_ev": 0.145,
  "fmax_ev_per_a": 1.2,
  "symbols": ["Pd", "C", "Si", "C", "C", "C", "C", "C", "C", "P", "C", "C", "C", "C", "C", "C", "C", "C", "C", "C", "C", "C", "C", "C", "C", "C", "C", "C", "P", "C", "C", "C", "C", "C", "C", "C", "C", "C", "C", "C", "C", "H", "H", "H", "H", "H", "H", "H", "H", "H", "H", "H", "H", "H", "H", "H", "H", "H", "H", "H", "H", "H", "H", "H", "H", "H", "H", "H", "H", "H", "H", "H", "F", "B", "F", "F", "F", "C", "C", "N", "C", "C", "N", "C", "C", "H", "H", "H", "H", "H", "H", "H", "H", "H", "H", "H", "H", "H"],
  "coordinates": [[-0.55494, 0.10818, -0.61073], [-3.50461, -2.13069, -1.20371], [-1.68881, -1.98075, -1.24218], [-0.86570, -2.63810, -2.72392], [-1.39611, -3.68788, -3.47626], [-0.60432, -4.32172, -4.42840], [0.71890, -3.93183, -4.62525], [1.24852, -2.86658, -3.91267], [0.42652, -2.21285, -2.99109], [0.94100, -0.66011, -2.31687], [2.65678, -0.74880, -2.01030], [3.60747, -0.13407, -2.82696], [4.94952, -0.33571, -2.55257], [5.33402, -1.09074, -1.45185], [4.38323, -1.67173, -0.61614], [3.04276, -1.50531, -0.89476], [0.31446, 0.53855, -3.46944], [-0.76796, 1.34418, -3.12094], [-1.28553, 2.26770, -4.01054], [-0.70552, 2.38779, -5.26327], [0.36372, 1.57845, -5.62789], [0.86938, 0.63914, -4.74472], [-0.94442, -3.12763, 0.02633], [-1.10666, -4.50473, -0.13860], [-0.63305, -5.39956, 0.81547], [0.03556, -4.93687, 1.94343], [0.21251, -3.57484, 2.12925], [-0.29025, -2.69142, 1.17027], [-0.38320, -0.94619, 1.46842], [0.75940, -0.55621, 2.73974], [0.30231, 0.01727, 3.93190], [1.19206, 0.20671, 4.97427], [2.53171, -0.13936, 4.81645], [2.99561, -0.66516, 3.61337], [2.11450, -0.86877, 2.56682], [-2.08764, -0.69423, 2.00758], [-2.55865, -1.45130, 3.08150], [-3.89002, -1.35055, 3.45616], [-4.75366, -0.50774, 2.76572], [-4.29291, 0.24071, 1.68971], [-2.96001, 0.14840, 1.31731], [-3.70605, -3.20245, -1.29941], [-4.01472, -1.59968, -2.00958], [-3.91030, -1.79134, -0.25095], [-2.41800, -4.01833, -3.33223], [-1.01876, -5.12990, -5.01700], [1.33662, -4.45399, -5.34353], [2.26744, -2.54384, -4.08843], [3.31535, 0.50733, -3.64589], [5.69747, 0.11342, -3.19152], [6.38681, -1.22464, -1.23986], [4.69722, -2.26084, 0.23561], [2.28832, -1.97180, -0.26955], [-1.24944, 1.28443, -2.13228], [-2.12358, 2.89241, -3.73354], [-1.10062, 3.10615, -5.96874], [0.80085, 1.67046, -6.61302], [1.66418, -0.02360, -5.06522], [-1.59492, -4.90125, -1.02135], [-0.78175, -6.46220, 0.67378], [0.41725, -5.63377, 2.67726], [0.71623, -3.21823, 3.01916], [-0.74252, 0.26932, 4.05341], [0.84546, 0.61792, 5.91340], [3.21968, 0.00069, 5.64029], [4.04019, -0.92194, 3.50056], [2.46939, -1.28067, 1.63240], [-1.89952, -2.12578, 3.61559], [-4.25658, -1.94042, 4.28597], [-5.79061, -0.43710, 3.06703], [-4.96868, 0.89056, 1.14898], [-2.60969, 0.76064, 0.48665], [2.37956, 3.48459, -0.24087], [1.79746, 2.80543, -1.29240], [1.36650, 1.46240, -0.68580], [0.61954, 3.42319, -1.69978], [2.62573, 2.51855, -2.32792], [-0.68478, 4.70031, 0.61695], [-1.15671, 3.23009, 0.54356], [-0.75845, 2.50978, 1.77237], [0.67440, 2.73321, 2.07216], [0.97757, 4.22078, 2.33592], [-0.27814, 4.97946, 2.03225], [-1.37969, 4.58750, 2.97600], [-1.54618, 3.05001, 2.89069], [-1.47746, 5.39963, 0.35746], [0.17140, 4.88398, -0.02598], [-0.72445, 2.74718, -0.33071], [-2.24282, 3.19392, 0.44859], [1.27472, 2.37744, 1.24445], [0.93079, 2.15481, 2.95310], [1.75695, 4.58865, 1.67397], [1.25089, 4.43205, 3.36806], [-0.09456, 5.97680, 2.13496], [-2.27661, 5.11989, 2.66654], [-1.10331, 4.92459, 3.97229], [-2.59580, 2.79685, 2.74831], [-1.20923, 2.58175, 3.81319]]
}


{
  "formula": "C3H4P2",
  "method": "ωB97M-V/def2-TZVPD",
  "total_energy_ha": -799.3052,
  "homo_energy_ev": -8.3134,
  "de_lowest_ev": 1.022,
  "fmax_ev_per_a": 3.2,
  "smiles": "C=CP1#P=C1",
  "symbols": ["C", "C", "P", "P", "C", "H", "H", "H", "H"],
  "coordinates": [[0.20101, -1.49982, -0.59095], [0.24259, -1.00936, 0.60835], [0.59166, 0.90481, 1.00205], [0.71313, 1.88748, -0.94196], [-0.52896, 1.97246, 0.17921], [-0.33875, -2.37452, -0.81457], [0.44334, -0.94765, -1.50111], [-0.02102, -1.55478, 1.49807], [-1.30300, 2.62139, 0.56091]]
}


{
  "formula": "C7H6F5P",
  "method": "ωB97M-V/def2-TZVPD",
  "total_energy_ha": -1110.8266,
  "homo_energy_ev": -9.1082,
  "fmax_ev_per_a": 4.8,
  "smiles": "C#[PH][C@@]1(C)C(F)=CC(F)(F)C1(F)F",
  "symbols": ["C", "P", "C", "C", "C", "F", "C", "C", "F", "F", "C", "F", "F", "H", "H", "H", "H", "H", "H"],
  "coordinates": [[-0.34549, 2.81075, 0.09044], [-0.67713, 1.42832, 0.75865], [-0.55415, -0.40546, 0.30811], [-1.65333, -1.34829, 0.59299], [-0.29846, -0.23486, -1.16056], [-1.24814, -0.39178, -2.06391], [0.85707, 0.46041, -1.42961], [1.76985, 0.12229, -0.30179], [2.35158, 1.18522, 0.28418], [2.68949, -0.68845, -0.86848], [0.90491, -0.75192, 0.71968], [1.25249, -0.50268, 1.99048], [1.06843, -2.09192, 0.58654], [0.56728, 3.00430, -0.45957], [-1.89638, 1.30789, 1.28427], [-1.57091, -2.25346, 0.15010], [-2.65584, -1.06311, 0.19852], [-1.79280, -1.41832, 1.62840], [1.23152, 0.83106, -2.30842]]
}


{
  "formula": "C5H4GaO4",
  "method": "ωB97M-V/def2-TZVPD",
  "total_energy_ha": -2416.1704,
  "s_squared": 1.7622,
  "homo_energy_ev": [-27.6227, -27.6395],
  "total_charge": 4,
  "spin_multiplicity": 2,
  "fmax_ev_per_a": 8.9,
  "symbols": ["C", "C", "H", "H", "O", "C", "O", "O", "Ga", "C", "C", "O", "H", "H"],
  "coordinates": [[-3.35300, -0.22230, 0.30283], [-2.64158, -0.26436, 1.28517], [-2.01358, -0.23384, 2.16297], [-1.85953, 0.94233, -0.17284], [0.05536, -0.25904, -0.25234], [-0.07288, 0.93301, -0.84717], [0.85686, 1.43660, -1.46233], [-1.23347, 1.44911, -0.74406], [1.30638, 2.72685, -2.32236], [1.54739, -1.28360, 0.54590], [1.12896, -1.19252, -0.68584], [2.34173, -1.24618, 1.47711], [1.79125, -0.94251, -1.52273], [2.14611, -1.84354, 2.23571]]
}


{
  "formula": "C57H47CaClN7O2P3Te",
  "method": "ωB97M-V/def2-TZVPD",
  "total_energy_ha": -5164.1811,
  "homo_energy_ev": -6.5212,
  "de_lowest_ev": 0.000,
  "fmax_ev_per_a": 1.2,
  "symbols": ["Ca", "Te", "C", "C", "C", "N", "C", "C", "C", "P", "C", "C", "C", "C", "C", "C", "C", "C", "C", "C", "C", "C", "P", "C", "C", "C", "C", "C", "C", "C", "C", "C", "C", "C", "C", "H", "H", "H", "H", "H", "H", "H", "H", "H", "H", "H", "H", "H", "H", "H", "H", "H", "H", "H", "H", "H", "H", "H", "H", "N", "C", "N", "C", "N", "N", "C", "N", "C", "C", "C", "C", "C", "N", "H", "H", "H", "H", "H", "H", "H", "H", "Cl", "O", "C", "O", "P", "C", "C", "C", "C", "C", "C", "C", "C", "C", "C", "C", "C", "C", "C", "C", "C", "C", "C", "H", "H", "H", "H", "H", "H", "H", "H", "H", "H", "H", "H", "H", "H", "H"],
  "coordinates": [[0.73213, -1.62476, 0.01601], [-0.36403, 1.28014, -3.33254], [-0.16222, 3.10957, -4.39158], [-1.12303, 3.45160, -5.33389], [-1.05384, 4.69574, -5.94352], [-0.11435, 5.60102, -5.67408], [0.80715, 5.25520, -4.77404], [0.83058, 4.03489, -4.11491], [0.66900, 1.94901, -1.50906], [1.91354, 0.61023, -1.27258], [3.17136, 1.25326, -0.08958], [3.13932, 2.54235, 0.41839], [4.07521, 2.95505, 1.36189], [5.06259, 2.08093, 1.78805], [5.12832, 0.79796, 1.25107], [4.18768, 0.38924, 0.32090], [2.96456, 0.71880, -2.77378], [3.23728, -0.40037, -3.55032], [4.00217, -0.28821, -4.70569], [4.50613, 0.94521, -5.08592], [4.26937, 2.06317, -4.29305], [3.51460, 1.94604, -3.13832], [-0.78886, 1.57391, -0.41367], [-1.99255, 2.88969, -0.93871], [-1.58745, 4.01187, -1.65316], [-2.49963, 4.99697, -2.00729], [-3.83101, 4.88456, -1.63134], [-4.23716, 3.79047, -0.87756], [-3.32189, 2.80612, -0.53251], [-0.62201, 2.44067, 1.23116], [-1.39921, 1.93853, 2.27364], [-1.40197, 2.54588, 3.52317], [-0.61125, 3.66557, 3.74739], [0.14447, 4.19250, 2.70612], [0.12071, 3.59542, 1.45312], [-1.93113, 2.77318, -5.58187], [-1.80103, 4.98749, -6.67456], [1.56413, 6.00296, -4.55933], [1.58802, 3.81905, -3.37369], [2.37978, 3.22100, 0.05783], [4.02837, 3.95992, 1.76415], [5.78385, 2.39548, 2.53221], [5.91102, 0.11794, 1.56550], [4.23341, -0.61459, -0.09189], [2.85771, -1.37079, -3.25542], [4.20097, -1.16617, -5.30735], [5.09022, 1.03722, -5.99285], [4.67780, 3.02559, -4.57525], [3.35067, 2.80752, -2.50216], [-0.54560, 4.10998, -1.92591], [-2.16442, 5.85474, -2.57864], [-4.54314, 5.65220, -1.90687], [-5.26829, 3.70562, -0.55559], [-3.64089, 1.97147, 0.08080], [-1.99571, 1.04794, 2.10292], [-2.01214, 2.13785, 4.32066], [-0.59284, 4.13248, 4.72440], [0.74389, 5.07995, 2.87090], [0.66753, 4.03784, 0.63025], [3.17108, -4.28961, -1.07847], [3.53565, -4.02020, 0.18651], [4.52474, -4.75285, 0.69991], [4.86164, -4.44427, 1.94548], [5.83460, -5.17051, 2.52750], [4.32527, -3.45279, 2.67616], [3.38527, -2.76397, 2.05411], [2.91863, -2.99323, 0.82753], [2.84871, -1.57813, 2.79508], [3.40963, -1.21762, 4.00840], [2.98769, -0.04779, 4.61903], [2.02224, 0.71723, 3.99340], [1.49670, 0.26235, 2.79473], [1.88864, -0.86273, 2.20048], [3.57357, -5.12798, -1.46320], [2.20310, -4.09184, -1.32003], [6.20983, -5.96387, 2.04226], [6.05069, -5.00536, 3.49241], [4.17257, -1.84805, 4.43828], [3.42459, 0.26836, 5.55750], [1.66198, 1.64643, 4.41319], [0.73176, 0.83218, 2.29054], [0.09851, -4.05330, -0.67604], [0.35922, -2.07347, -3.39770], [0.03501, -1.29025, -2.65257], [-1.05415, -1.75639, 1.22088], [-2.43947, -2.29358, 0.92570], [-3.55211, -1.66024, 2.20515], [-4.93996, -1.75781, 2.11733], [-5.73343, -1.35839, 3.17978], [-5.14773, -0.86947, 4.34149], [-3.76746, -0.77770, 4.43805], [-2.96899, -1.17504, 3.37323], [-2.65170, -4.06684, 1.12524], [-3.74700, -4.72040, 0.57017], [-3.98288, -6.05391, 0.87558], [-3.13160, -6.72918, 1.73734], [-2.04142, -6.07452, 2.29674], [-1.80333, -4.74473, 1.99641], [-3.11544, -1.82727, -0.66729], [-3.90266, -0.68213, -0.77466], [-4.38238, -0.27533, -2.00930], [-4.09570, -1.02606, -3.14007], [-3.34281, -2.18852, -3.03605], [-2.84629, -2.59081, -1.80613], [-5.40356, -2.14276, 1.21668], [-6.81067, -1.42956, 3.10383], [-5.77069, -0.56349, 5.17207], [-3.31065, -0.40073, 5.34435], [-1.88978, -1.10794, 3.43758], [-4.40744, -4.19848, -0.11140], [-4.83104, -6.56485, 0.43887], [-3.31815, -7.76825, 1.97653], [-1.37393, -6.60438, 2.96368], [-0.94666, -4.23020, 2.41305], [-4.14447, -0.11115, 0.11125], [-4.97070, 0.62948, -2.08619], [-4.46883, -0.70832, -4.10535], [-3.13643, -2.78302, -3.91685], [-2.24976, -3.49091, -1.72423]]
}


{
  "formula": "C4H4O4",
  "method": "ωB97M-V/def2-TZVPD",
  "total_energy_ha": -455.7524,
  "homo_energy_ev": -8.7455,
  "de_lowest_ev": 1.650,
  "fmax_ev_per_a": 2.6,
  "smiles": "O=C1COC(O)=C1O",
  "symbols": ["O", "C", "C", "O", "C", "O", "C", "O", "H", "H", "H", "H"],
  "coordinates": [[2.14406, -0.70602, 0.51197], [1.06972, -0.15596, 0.31811], [0.98751, 1.29158, -0.10412], [-0.49399, 1.49776, -0.43286], [-1.02314, 0.31326, -0.28339], [-2.29361, 0.10288, -0.72233], [-0.24462, -0.65681, 0.27947], [-0.60291, -1.97231, 0.55651], [1.59126, 1.48934, -0.98924], [1.20842, 2.00954, 0.74001], [-2.56749, -0.77076, -0.42137], [0.22480, -2.44251, 0.54724]]
}